[1]
Here is C15H13N6O6RhS as an isolated structure from the Open Molecules 2025 dataset. Energies are from wB97M-V/def2-TZVPD.

XYZ file:
```
42
Properties=species:S:1:pos:R:3:nbo_charge:R:1
Rh -0.160 0.005 1.276 0.7469
N -4.108 -1.635 0.955 -0.7753
C -2.997 -0.898 1.144 0.2832
S -1.622 -1.219 0.125 -0.0026
N -3.015 0.032 2.063 -0.4221
N -1.835 0.718 2.061 -0.1645
C -1.821 1.905 2.550 0.0328
C -0.609 2.707 2.391 0.1581
C -0.408 3.899 3.071 -0.2229
C 0.768 4.599 2.849 -0.1379
C 1.710 4.086 1.971 -0.2460
C 1.441 2.885 1.336 0.0876
N 0.299 2.227 1.517 -0.5045
H -4.147 -2.292 0.198 0.4088
H -4.967 -1.320 1.371 0.4090
H -2.715 2.315 3.005 0.2149
H -1.153 4.260 3.766 0.2302
H 0.951 5.531 3.366 0.2288
H 2.642 4.599 1.780 0.2360
H 2.152 2.423 0.663 0.2309
O 3.708 -0.678 -0.264 -0.6212
C 2.494 -0.719 -0.274 0.7717
O 1.726 -0.358 0.695 -0.7675
C 1.771 -1.134 -1.538 -0.1310
C 2.294 -2.153 -2.323 -0.1263
C 1.599 -2.552 -3.450 0.0104
C 0.411 -1.970 -3.849 -0.1867
C -0.060 -0.940 -3.060 0.0873
C 0.590 -0.513 -1.918 -0.1771
N -1.323 -0.276 -3.442 0.5230
O -1.967 -0.775 -4.340 -0.3707
O -1.637 0.722 -2.829 -0.3705
N 2.145 -3.653 -4.273 0.5335
O 1.525 -3.964 -5.269 -0.3713
O 3.194 -4.147 -3.921 -0.3619
H 3.230 -2.622 -2.055 0.2723
H -0.119 -2.302 -4.727 0.2811
H 0.168 0.291 -1.333 0.2506
C -0.071 -1.588 2.504 -0.6341
H 0.984 -1.601 2.779 0.2085
H -0.362 -2.541 2.071 0.2017
H -0.708 -1.357 3.358 0.1870
```

LUMO   -1.400 eV
Energy relative to the best compared isomer or geometry (same formula, charge and spin)   27.3 kcal per mole
Gap between HOMO and LUMO   7.17 eV


[2]
Here is the molecule C3H5NO3 from the Open Molecules 2025 dataset. Energies are from wB97M-V/def2-TZVPD.

XYZ file:
```
12
Properties=species:S:1:pos:R:3:nbo_charge:R:1
O -0.556 2.524 0.388 -0.5153
C 0.286 1.848 0.913 0.4371
C 0.572 0.410 0.489 -0.3195
N -0.532 -0.035 -0.323 -0.6488
C -0.619 -1.233 -0.944 0.8831
O -1.187 -1.483 -1.973 -0.6251
O 0.058 -2.194 -0.235 -0.7080
H 0.814 2.239 1.791 0.1246
H 1.549 0.376 -0.005 0.2201
H 0.693 -0.199 1.387 0.2250
H -1.154 0.694 -0.650 0.4288
H 0.074 -2.946 -0.837 0.4980
```

LUMO   0.650 eV
Energy relative to the best compared isomer or geometry (same formula, charge and spin)   18.6 kcal per mole
Gap between HOMO and LUMO   10.77 eV
SMILES string   O=CCNC(=O)O


[3]
Here is C19H17N7PdS as an isolated structure from the Open Molecules 2025 dataset. Energies are from wB97M-V/def2-TZVPD.

XYZ file:
```
45
Properties=species:S:1:pos:R:3:nbo_charge:R:1
Pd -1.253 0.644 -0.294 0.8087
N -4.302 -2.160 0.107 -0.5026
C -4.587 -2.101 -1.244 -0.0897
C -4.068 -0.919 -1.668 -0.0636
N -3.471 -0.261 -0.614 -0.4662
C -3.621 -1.041 0.424 0.3143
C -3.031 -0.705 1.722 0.3147
N -2.235 0.322 1.889 -0.4698
C -1.863 0.299 3.214 -0.0692
C -2.462 -0.742 3.850 -0.0931
N -3.214 -1.374 2.880 -0.4988
H -4.473 -2.953 0.700 0.4174
H -5.113 -2.887 -1.757 0.2298
H -4.079 -0.501 -2.661 0.2272
H -1.200 1.040 3.629 0.2219
H -2.427 -1.087 4.870 0.2298
H -3.741 -2.219 3.013 0.4178
C -1.504 2.839 -0.181 -0.5680
C -0.170 2.627 -0.605 -0.1024
C 0.834 2.170 0.300 -0.2659
C 2.133 1.941 -0.118 -0.0986
C 2.490 2.136 -1.443 -0.2309
C 1.515 2.569 -2.367 -0.1496
C 0.234 2.809 -1.968 -0.2047
C 3.855 1.935 -1.874 0.2947
N 4.948 1.802 -2.212 -0.3463
H -2.212 3.279 -0.869 0.2141
H -1.704 2.990 0.871 0.2139
H 0.590 2.074 1.347 0.2195
H 2.879 1.608 0.592 0.2161
H 1.799 2.711 -3.403 0.2265
H -0.506 3.143 -2.685 0.2165
C 3.903 -1.720 1.566 -0.6453
C 3.237 -1.612 0.222 0.2566
C 3.966 -1.499 -0.949 -0.3350
C 3.241 -1.364 -2.115 0.0913
N 1.909 -1.335 -2.149 -0.4823
C 1.290 -1.431 -0.966 0.2822
S -0.490 -1.479 -0.980 -0.3253
N 1.902 -1.594 0.215 -0.5016
H 4.880 -2.199 1.497 0.2161
H 3.266 -2.278 2.249 0.2313
H 4.055 -0.723 1.989 0.2236
H 5.049 -1.498 -0.953 0.2263
H 3.750 -1.256 -3.069 0.1989
```

Multiplicity   3
LUMO (alpha / beta)   -0.026 / -0.851 eV
Energy relative to the best compared isomer or geometry (same formula, charge and spin)   20.0 kcal per mole
Gap between HOMO and LUMO (alpha / beta)   6.26 / 6.56 eV


[4]
Here is C7H13NNbO6 as an isolated structure from the Open Molecules 2025 dataset. Energies are from wB97M-V/def2-TZVPD.

XYZ file:
```
28
Properties=species:S:1:pos:R:3:nbo_charge:R:1
C -2.125 -2.911 -0.932 -0.7139
C -2.352 -1.440 -1.140 0.8180
O -3.243 -0.791 -0.665 -0.5798
O -1.443 -0.934 -2.008 -0.5736
C -1.330 0.478 -2.125 0.8319
O -2.063 1.049 -2.880 -0.5555
C -0.200 1.029 -1.340 -1.0785
Nb 0.417 0.400 0.775 1.5815
C 2.363 -0.642 0.261 -0.9822
C 2.820 -1.840 1.053 0.4633
O 3.868 -2.416 0.874 -0.5700
C 1.068 2.571 1.225 -0.6474
O 0.298 3.725 0.760 -0.4501
N -1.102 3.611 0.981 0.3919
O -1.372 3.479 2.110 -0.2636
H -1.060 -3.137 -0.946 0.2411
H -2.610 -3.460 -1.744 0.2240
H -2.563 -3.200 0.022 0.2354
H 0.713 0.866 -1.937 0.2519
H -0.386 2.112 -1.329 0.2615
H -1.275 0.415 1.411 -0.1877
H 0.774 0.021 2.547 -0.3435
H -0.151 -1.339 0.638 -0.3380
H 3.133 0.139 0.383 0.2268
H 2.361 -0.978 -0.785 0.2504
H 2.135 -2.206 1.839 0.1171
H 2.015 2.676 0.671 0.1936
H 1.311 2.724 2.284 0.1955
```

LUMO   2.288 eV
Gap between HOMO and LUMO   7.73 eV
Net charge   -1


[5]
Here is C2H2FO2Rb as an isolated structure from the Open Molecules 2025 dataset. Energies are from wB97M-V/def2-TZVPD.

XYZ file:
```
8
Properties=species:S:1:pos:R:3:nbo_charge:R:1
F 0.697 -3.303 -1.753 -0.5724
O -0.864 -0.292 0.686 -0.7505
C 0.066 -0.029 -0.131 0.1433
C 0.729 1.291 0.069 0.2156
O 0.034 2.255 0.414 -0.6919
Rb -2.244 1.736 2.307 0.9755
H -0.170 -3.104 -1.275 0.5707
H 1.753 1.447 -0.317 0.1098
```

LUMO (alpha / beta)   -0.992 / -0.991 eV
Energy relative to the best compared isomer or geometry (same formula, charge and spin)   48.6 kcal per mole
Gap between HOMO and LUMO (alpha / beta)   4.75 / 5.07 eV


[6]
Here is C5H6N2 as an isolated structure from the Open Molecules 2025 dataset. Energies are from wB97M-V/def2-TZVPD.

XYZ file:
```
13
Properties=species:S:1:pos:R:3:nbo_charge:R:1
N 0.847 -1.645 0.218 -0.4346
C 1.517 -0.638 0.462 0.1152
C 0.791 0.692 0.522 -0.1481
C 0.488 1.011 -0.962 -0.4731
C -0.739 0.209 -0.696 0.1557
C -0.783 -1.112 0.688 -0.2058
N -0.731 0.377 0.678 -0.3988
H 1.162 1.456 1.201 0.2295
H 1.190 0.708 -1.736 0.2483
H 0.187 2.060 -1.087 0.2482
H -1.585 -0.128 -1.286 0.2215
H -0.613 -1.498 1.691 0.2275
H -1.733 -1.490 0.307 0.2143
```

LUMO (alpha / beta)   -0.736 / -0.088 eV
Energy relative to the best compared isomer or geometry (same formula, charge and spin)   162.5 kcal per mole
Gap between HOMO and LUMO (alpha / beta)   6.60 / 7.72 eV


Calculated E (eV), listed in the same order as above: -50829.47639, -10824.88313, -44723.49391, -22787.82601, -9571.35446, -8255.30960
Calculated F_max (eV Å⁻¹), listed in the same order as above: 0.570, 0.925, 0.636, 1.692, 3.707, 1.043